No. 1
{"formula": "C5H11N3O", "method": "ωB97M-V/def2-TZVPD", "elements": ["O", "N", "N", "N", "C", "C", "C", "C", "C", "H", "H", "H", "H", "H", "H", "H", "H", "H", "H", "H"], "coordinates": [[-0.734, -1.835, 0.518], [-0.516, 1.262, -0.487], [0.340, 0.699, 0.861], [1.704, 0.998, 1.022], [-0.414, 1.010, 2.077], [-1.750, -0.286, -2.020], [1.266, -1.419, -0.756], [-0.782, 0.138, -0.973], [-0.036, -1.020, -0.084], [1.671, -0.649, -1.417], [1.996, 1.688, 0.335], [0.016, 0.496, 2.942], [1.963, 1.327, 1.948], [1.084, -2.311, -1.358], [-2.272, 0.577, -2.436], [-0.407, 2.090, 2.254], [-1.446, 0.686, 1.947], [-1.215, -0.818, -2.811], [2.003, -1.650, 0.014], [-2.469, -0.980, -1.576]], "lowdin_charge": [-0.005, 0.200, -0.254, 0.059, -0.065, -0.018, -0.033, -0.312, -0.498, 0.074, 0.089, 0.092, 0.079, 0.086, 0.079, 0.084, 0.086, 0.088, 0.077, 0.093], "smiles": "CC(=O)/C(C)=N\\N(C)N", "homo_energy_ev": -8.23}

No. 2
{"formula": "C5H11N3O2S", "method": "ωB97M-V/def2-TZVPD", "elements": ["S", "O", "O", "N", "N", "N", "C", "C", "C", "C", "C", "H", "H", "H", "H", "H", "H", "H", "H", "H", "H", "H"], "coordinates": [[-0.327, 2.201, -1.521], [-0.580, 1.276, 2.412], [1.460, 1.891, 1.428], [-1.070, -1.285, 0.130], [-1.308, 0.063, -0.326], [1.132, 0.123, -0.401], [-2.323, -1.801, 0.696], [0.427, 1.179, 1.781], [-0.131, 0.406, -1.057], [1.262, 0.317, 0.956], [2.297, 0.111, -1.190], [-2.057, -2.817, 1.051], [2.072, -0.109, 1.450], [-0.200, -0.153, -2.072], [3.153, -0.007, -0.520], [2.256, -0.824, -1.999], [-0.207, 2.783, -0.320], [-0.830, -1.647, -0.896], [2.455, 1.014, -1.779], [-2.667, -1.328, 1.652], [-1.649, 0.605, 0.446], [-3.166, -1.997, 0.076]], "lowdin_charge": [0.774, 0.122, 0.099, -0.116, -0.123, -0.192, -0.126, -0.554, -0.663, -0.046, -0.085, 0.077, 0.134, 0.137, 0.092, 0.147, -0.143, 0.156, 0.073, 0.095, 0.088, 0.055], "smiles": "CNN[C@@H](S)N(C)[C@H]1OC1=O", "homo_energy_ev": -8.46}

No. 3
{"formula": "C5H11N3O3", "method": "ωB97M-V/def2-TZVPD", "elements": ["O", "O", "O", "N", "N", "N", "C", "C", "C", "C", "C", "H", "H", "H", "H", "H", "H", "H", "H", "H", "H", "H"], "coordinates": [[-1.603, -0.219, -0.589], [-1.903, 1.961, -1.482], [0.466, 0.795, 2.979], [-0.673, 1.617, -1.603], [-0.469, 0.401, -1.125], [0.778, -0.032, -0.711], [0.461, 1.027, 1.590], [0.539, -2.362, -0.213], [1.036, -1.401, -1.270], [1.025, -0.117, 0.748], [0.499, -1.501, 1.063], [1.201, -3.202, -0.076], [-2.266, 0.585, -0.589], [1.381, 0.727, 3.290], [-0.364, -2.754, -0.465], [2.074, 0.025, 0.866], [-0.623, 1.016, 1.365], [0.961, 1.984, 1.241], [2.120, -1.594, -1.394], [0.500, -1.454, -2.246], [1.082, -1.972, 1.854], [-0.553, -1.438, 1.464]], "lowdin_charge": [0.007, -0.110, -0.042, 0.034, -0.209, -0.047, -0.231, -0.164, -0.123, -0.279, -0.135, 0.105, 0.120, 0.099, 0.070, 0.137, 0.119, 0.146, 0.125, 0.135, 0.111, 0.133], "smiles": "O=NN(O)N1CCC[C@@H]1CO", "homo_energy_ev": -9.92}

No. 4
{"formula": "C5H11N3O4", "method": "ωB97M-V/def2-TZVPD", "elements": ["O", "O", "O", "O", "N", "N", "N", "C", "C", "C", "C", "C", "H", "H", "H", "H", "H", "H", "H", "H", "H", "H", "H"], "coordinates": [[-0.528, -0.689, -1.983], [-2.396, 0.161, -0.951], [0.949, 0.378, 0.175], [-1.037, 1.418, -2.313], [0.293, 1.183, -2.701], [0.605, 0.001, -2.439], [0.062, -1.468, 1.923], [1.179, -2.277, 1.417], [1.013, 0.754, 2.695], [-1.468, 0.302, -1.689], [0.680, 1.264, 1.330], [0.229, -0.515, 3.007], [2.008, -1.671, 1.036], [0.576, -0.980, 3.951], [1.599, -2.985, 2.172], [-0.374, 1.504, 1.401], [0.802, -2.839, 0.540], [1.213, 2.204, 1.194], [0.392, -0.417, 0.511], [0.650, 1.506, 3.415], [-0.796, -0.170, 3.213], [2.108, 0.682, 2.817], [-0.607, -2.158, 2.285]], "lowdin_charge": [0.046, 0.171, -0.141, 0.082, 0.096, 0.082, -0.154, -0.116, -0.195, -0.536, -0.236, -0.240, 0.079, 0.117, 0.086, 0.111, 0.091, 0.115, 0.058, 0.121, 0.121, 0.118, 0.124], "smiles": "O=c1onno1.CNCCCO", "homo_energy_ev": -9.44}

Table of LUMO energy (Eh), in record order: 0.0331; 0.0247; 0.0193; 0.0186
Table of electronic energy (Eh), in record order: -436.487979; -909.917283; -586.918705; -662.215561
Table of energy relative to the best compared isomer or geometry (same formula, charge and spin) (kcal/mol), in record order: 99.8; 62.5; 114.9; 30.9